83
Properties=species:S:1:pos:R:3:forces:R:3:lowdin_charge:R:1 method="wB97M-V/def2-TZVPD" homo_lumo_gap_ev="4.6322 / 6.0201" de_lowest_ev=1.585 total_charge=+1 multiplicity=5 s2=6.09 lumo_energy_ev="-4.2 / -4.1" energy_ha=-2853.187303 max_force_ev_per_a=5.6
Ir 0.331418 -0.768083 -0.833315 -1.761 -2.132 -2.016 1.2422
Cl -0.239691 -2.487886 -5.096099 0.151 0.275 0.043 0.3945
Si 4.060482 -2.385811 -3.604370 2.897 -3.453 -3.275 0.7799
Si 0.377349 -2.459272 -3.131403 1.185 -1.261 0.783 0.2663
N -2.363033 -0.140951 0.083878 0.884 -1.674 -0.031 0.0594
N -0.926369 -1.958780 0.337337 0.020 -0.546 1.429 -0.0765
N -1.305329 0.298977 -0.604541 -2.055 1.297 -0.147 -0.1861
C 4.469463 0.097476 -2.841138 -0.741 1.771 -0.902 -0.0566
C -0.754404 3.643298 -2.202493 -0.226 -0.035 0.108 -0.0864
C 3.434971 0.400749 -3.708728 1.474 1.259 0.776 -0.0678
C 1.429405 1.298941 0.422460 0.721 0.230 1.252 -0.1111
C 1.919075 -1.008034 0.540297 0.615 0.946 -0.555 -0.3016
C -1.881488 4.323101 -1.726665 -0.004 -0.104 0.057 -0.0832
C 1.170254 -0.599456 1.712680 0.723 0.672 0.713 -0.1260
C 3.555523 -5.094089 -4.279158 0.108 -0.291 0.193 -0.0799
C 6.702842 -1.865481 -6.755132 -0.270 -0.056 0.185 -0.0601
C 4.966990 -4.784717 -2.327550 -0.151 -0.616 -0.074 -0.0892
C 0.869189 -6.892841 -1.650968 0.053 0.167 -0.192 -0.0710
C 2.371774 -0.474393 -3.938706 -1.025 -0.529 -0.520 -0.1512
C 0.579093 -4.234239 -2.538602 0.052 0.100 -0.417 -0.3065
C -1.464725 1.648918 -1.040224 -0.434 -0.187 0.085 -0.2551
C -2.806015 3.649163 -0.913299 0.327 -0.016 -0.207 -0.0690
C 4.481964 -1.736841 -7.711915 0.134 -0.107 0.263 -0.0614
C 5.042458 -6.176409 -2.173768 0.074 0.127 -0.017 -0.0716
C 4.219586 -4.251343 -3.382172 0.157 0.772 0.300 -0.2410
C 0.933543 0.787682 1.642941 0.342 0.179 -0.159 -0.0904
C -2.601859 2.315861 -0.565880 -0.057 0.726 -0.130 -0.0269
C 2.071582 0.217674 -0.294913 0.582 -0.576 0.782 -0.3091
C 2.172870 -1.668213 -3.172159 0.239 1.415 1.673 -0.3457
C -0.548763 2.305152 -1.878972 -0.222 -0.180 0.330 -0.0738
C 3.159070 -1.856149 -2.096764 -2.660 0.627 1.119 -0.2482
C 1.428127 -5.843706 -0.918725 -0.058 0.131 -0.106 -0.0703
C -1.490263 -3.766695 1.789346 0.857 -0.114 0.011 -0.0573
C -2.776702 -3.245413 2.013176 -0.080 0.628 -0.463 -0.0469
C 6.146320 -2.024313 -5.476109 -0.049 -0.029 -0.402 -0.0759
C 0.187859 -6.618699 -2.842413 0.106 0.172 0.122 -0.0705
C -3.096484 -2.036598 1.426199 0.120 -0.061 0.008 0.0057
C 0.059820 -5.299274 -3.292843 0.045 -0.276 0.106 -0.1086
C 1.265936 -4.525800 -1.354825 0.167 -0.317 0.252 -0.1317
C 4.756050 -2.056780 -5.315806 -0.480 0.656 -0.246 -0.2379
C 3.622851 -6.479683 -4.108204 -0.031 0.180 -0.023 -0.0679
C 3.930118 -1.895765 -6.438287 0.073 0.005 -0.027 -0.0857
C 5.871489 -1.732689 -7.873443 -0.115 -0.045 0.327 -0.0617
C 4.372867 -7.025039 -3.063984 0.013 0.253 0.112 -0.0691
C 4.446486 -1.169140 -2.167401 0.668 -1.349 -0.011 -0.1714
C -0.570162 -3.069299 1.024656 -0.957 -0.512 -0.150 -0.1384
C -2.141054 -1.392814 0.602534 0.308 1.015 -0.556 -0.3097
H -0.023707 4.154375 -2.829308 -0.232 -0.085 0.126 0.1039
H -1.177684 -4.706706 2.235240 -0.074 0.213 0.047 0.1078
H 5.498129 -4.119138 -1.637358 -0.168 -0.332 -0.155 0.1050
H 0.511349 1.388308 2.447842 -0.134 -0.236 -0.386 0.1137
H 2.980731 -4.669867 -5.106151 0.122 -0.181 0.171 0.1122
H 5.230190 -1.446934 -1.453207 -0.519 0.174 -0.175 0.1503
H 2.504070 -1.917135 0.441086 -0.074 0.226 0.312 0.0828
H -0.227885 -7.436316 -3.433085 0.102 0.234 0.173 0.1114
H 0.461693 -3.402604 0.914712 -0.461 0.026 0.004 0.0935
H -2.031993 5.374665 -1.990448 0.021 -0.432 0.130 0.1064
H 1.471808 2.343676 0.113909 -0.247 -0.420 0.114 0.1143
H -4.032667 -1.505074 1.568760 0.092 -0.260 0.085 0.1192
H 0.997396 -7.922790 -1.308680 -0.097 0.343 -0.133 0.1130
H 0.322365 1.758960 -2.238302 -0.244 0.306 0.047 0.0630
H 0.940086 -1.248379 2.559154 -0.042 0.262 -0.376 0.1143
H 3.025279 -2.591438 -1.307736 -0.017 -0.026 -0.658 0.0966
H 5.273177 0.807554 -2.627675 -0.315 -0.259 -0.190 0.1391
H 4.430015 -8.112425 -2.940268 -0.010 0.491 -0.034 0.1150
H 1.593714 -0.161426 -4.649461 0.468 -0.457 0.159 0.1200
H 1.695869 -3.723298 -0.738713 -0.361 -0.412 -0.335 0.0593
H 3.079082 -7.129222 -4.793749 0.178 0.123 0.163 0.1141
H -3.296700 1.772472 0.077261 0.285 0.447 -0.349 0.1024
H 5.631311 -6.598522 -1.357137 -0.164 0.103 -0.256 0.1094
H 3.824509 -1.623587 -8.571999 0.171 -0.036 0.167 0.1119
H 6.301640 -1.631544 -8.870203 -0.090 0.017 0.302 0.1128
H 7.787303 -1.850951 -6.872721 -0.324 0.005 0.034 0.1122
H -0.762419 -1.932852 -2.351754 -0.440 0.586 0.056 -0.0190
H 2.843380 -1.897335 -6.313205 0.292 0.013 -0.129 0.0945
H 0.501824 -0.180537 -2.307161 0.410 0.689 0.428 -0.0189
H -3.690383 4.165309 -0.543276 0.212 -0.072 -0.098 0.1068
H 3.425162 1.377788 -4.204524 0.052 -0.444 0.156 0.1382
H 6.794492 -2.129416 -4.608769 0.020 -0.011 -0.157 0.1089
H 1.999902 -6.043533 -0.008991 -0.229 0.018 -0.272 0.1140
H 2.781892 0.346568 -1.104236 -0.180 0.145 0.379 0.0756
H -0.432139 -5.109273 -4.254505 0.138 -0.069 0.473 0.0795
H -3.478946 -3.771552 2.658986 0.139 0.174 -0.226 0.1173